# 1
Here is the molecule C3H5NS at a distorted geometry from the OMol25 dataset. Energies are from wB97M-V/def2-TZVPD.

Last column: Löwdin charge in e.
Positions of all 10 atoms, in Å:
C  -0.9348  0.3193  -0.3997  -0.055
C  0.4130  0.1735  0.2571  -0.254
N  1.2742  -0.5149  -0.2593  0.017
C  2.6664  -0.6470  0.0209  -0.726
S  3.8516  0.4250  0.0000  0.649
H  -0.9162  -0.1113  -1.4973  0.131
H  -1.5992  -0.2432  0.2849  0.089
H  -1.0011  1.3096  -0.2927  0.016
H  0.4609  0.7396  1.1666  0.122
H  2.8696  -1.5739  0.4303  0.012

Values from the calculation:
Gap between HOMO and LUMO ... 8.87 eV
Total charge ... 0
Relative energy (zero: lowest compared OMol25 entry of this formula, charge and spin) ... 1.465 eV
LUMO ... 0.144 eV
SMILES ... C/C=N/C=S



# 2
Here is a cluster of 2 separate species, C7H17NO in total at a distorted geometry from the OMol25 dataset. Energies are from wB97M-V/def2-TZVPD.

Last column: Löwdin charge in e.
Positions of all 26 atoms, in Å:
C  -1.1157  -0.5612  -1.5637  -0.071
C  -1.3281  -0.4116  -0.0551  -0.531
C  -1.7669  1.0193  0.2869  -0.071
C  -2.4490  -1.3616  0.3871  -0.077
C  0.0418  -1.0294  0.7714  -0.242
O  0.4612  -2.1484  0.5205  0.003
H  -0.4513  0.2217  -1.9469  0.073
H  -0.6573  -1.5261  -1.8043  0.085
H  -2.0567  -0.4764  -2.1212  0.085
H  -1.0401  1.7639  -0.0572  0.070
H  -1.8913  1.1518  1.3673  0.083
H  -2.7169  1.2771  -0.1986  0.089
H  -2.1975  -2.4074  0.1821  0.086
H  -2.6495  -1.2759  1.4612  0.085
H  -3.3892  -1.1594  -0.1400  0.085
H  0.0724  -0.5894  1.7811  0.113
C  2.3076  1.3406  1.1873  -0.117
N  1.6894  0.4660  0.2027  -0.205
C  2.5790  0.1232  -0.9015  -0.109
H  1.6412  1.4610  2.0452  0.075
H  2.5166  2.3258  0.7643  0.075
H  3.2484  0.9195  1.5569  0.084
H  0.7333  0.7980  -0.1446  0.094
H  2.7758  0.9994  -1.5241  0.076
H  3.5312  -0.2740  -0.5373  0.085
H  2.1116  -0.6463  -1.5195  0.076

Values from the calculation:
Gap between HOMO and LUMO ... 9.60 eV
Total charge ... 0
Relative energy (zero: lowest compared OMol25 entry of this formula, charge and spin) ... 2.240 eV
LUMO ... 0.760 eV
SMILES ... CC(C)(C)C=O.CNC



# 3
Here is the ion C3H13N4 with charge +1 at a distorted geometry from the OMol25 dataset. Energies are from wB97M-V/def2-TZVPD.

Last column: Löwdin charge in e.
Positions of all 20 atoms, in Å:
C  -2.5267  -0.2041  0.1786  -0.044
N  -1.2282  0.2813  -0.4584  -0.016
N  -0.2734  1.1527  0.5895  0.057
N  0.9563  0.6616  0.5958  -0.310
C  1.7826  1.0430  -0.5241  -0.052
C  1.1754  -0.7272  1.0118  -0.220
N  0.8144  -1.6665  -0.0497  0.040
H  -3.1560  -0.8073  -0.6395  0.147
H  -2.2453  -0.6852  1.1316  0.085
H  -3.1733  0.4974  0.6747  0.071
H  -0.5659  -0.6325  -0.6220  0.150
H  -1.4510  0.8194  -1.3387  0.163
H  -0.2532  2.1649  0.2385  0.168
H  1.2633  0.8898  -1.4931  0.093
H  1.9747  2.0918  -0.2340  0.108
H  2.6479  0.3138  -0.4190  0.116
H  2.2118  -0.6315  1.3676  0.131
H  0.5628  -0.9403  1.9062  0.137
H  1.4344  -1.5479  -0.8296  0.079
H  0.8996  -2.6312  0.1754  0.095

Values from the calculation:
Gap between HOMO and LUMO ... 10.52 eV
Total charge ... +1
Relative energy (zero: lowest compared OMol25 entry of this formula, charge and spin) ... 4.952 eV
LUMO ... -2.958 eV
SMILES ... C[NH2+]NN(C)CN



# 4
Here is a cluster of 5 separate species, C15H35N5O5 in total at a distorted geometry from the OMol25 dataset. Energies are from wB97M-V/def2-TZVPD.

Last column: Löwdin charge in e.
Positions of all 60 atoms, in Å:
C  -6.6903  -0.0568  -3.0368  -0.072
N  -6.8041  1.3093  -2.6111  -0.012
C  -7.9138  1.8175  -2.0952  -0.549
C  -7.6206  3.2502  -1.6060  -0.013
O  -8.9954  1.3012  -1.8296  0.040
H  -6.9242  -0.6434  -2.1484  0.086
H  -5.6863  -0.2704  -3.4033  0.087
H  -7.4272  -0.3589  -3.7810  0.088
H  -5.9194  1.7639  -2.4359  0.134
H  -8.0852  4.1601  -1.9859  0.077
H  -6.5507  3.4580  -1.6241  0.058
H  -7.7466  3.3268  -0.5261  0.076
C  4.0097  -9.1141  2.5418  -0.064
N  3.4552  -8.0500  1.7702  -0.023
C  2.7582  -7.0251  2.2151  -0.605
C  2.3455  -5.8990  1.2552  0.004
O  2.4099  -6.9635  3.3566  0.055
H  4.8608  -9.3604  1.9070  0.084
H  3.3350  -9.9701  2.5593  0.091
H  4.3889  -8.6806  3.4672  0.096
H  3.6920  -8.0255  0.7887  0.133
H  1.2847  -5.6592  1.3272  0.085
H  2.7126  -6.0607  0.2417  0.063
H  3.0160  -5.0799  1.5155  0.081
C  -0.0213  0.9977  -0.6062  -0.090
N  -0.5848  2.0403  0.1450  -0.014
C  -1.5387  2.8655  -0.2594  -0.584
C  -1.9785  3.9527  0.6566  -0.006
O  -2.0780  2.6790  -1.3356  0.036
H  0.6184  0.4531  0.0884  0.089
H  0.6517  1.3262  -1.3982  0.090
H  -0.8075  0.3765  -1.0352  0.091
H  -0.1292  2.1320  1.0417  0.141
H  -2.2743  4.8982  0.2020  0.088
H  -1.2220  4.2205  1.3943  0.073
H  -2.7405  3.5598  1.3297  0.087
C  3.6727  3.4999  -5.8100  -0.087
N  4.7489  2.6980  -6.3358  0.002
C  4.7018  1.3795  -6.2849  -0.611
C  5.9425  0.6068  -6.7215  0.004
O  3.7295  0.7997  -5.9074  0.069
H  3.4044  3.2978  -4.7731  0.088
H  2.7371  3.3870  -6.3576  0.085
H  3.8802  4.5556  -5.9846  0.082
H  5.5928  3.2516  -6.3747  0.136
H  5.6348  0.0735  -7.6209  0.084
H  6.3759  0.0051  -5.9226  0.084
H  6.6877  1.3106  -7.0922  0.064
C  -0.2679  -0.3212  5.8508  -0.103
N  -0.0672  0.7951  6.6913  -0.015
C  0.7513  1.8355  6.4236  -0.476
C  0.7536  3.1482  7.3885  0.007
O  1.3912  1.8936  5.3636  0.004
H  -0.6995  -1.1186  6.4558  0.083
H  0.6392  -0.8093  5.4944  0.092
H  -0.9973  -0.2246  5.0466  0.087
H  -0.6090  0.8094  7.5436  0.135
H  1.7044  3.2773  7.9056  0.067
H  -0.0494  3.1300  8.1254  0.052
H  0.5423  4.0482  6.8110  0.067

Values from the calculation:
Gap between HOMO and LUMO ... 9.87 eV
Total charge ... 0
Relative energy (zero: lowest compared OMol25 entry of this formula, charge and spin) ... 2.166 eV
LUMO ... 0.460 eV
SMILES ... CNC(C)=O.CNC(C)=O.CNC(C)=O.CNC(C)=O.CNC(C)=O



# 5
Here is a structure of composition C5H8N2 at a distorted geometry from the OMol25 dataset. Energies are from wB97M-V/def2-TZVPD.

Last column: Löwdin charge in e.
Positions of all 15 atoms, in Å:
C  -1.5117  0.2825  0.7192  0.067
C  -1.0792  -0.4407  -1.1319  -0.036
N  0.1346  -0.1065  -0.3754  -0.275
C  1.0692  -0.9079  0.2282  -0.097
C  2.1073  -0.0794  0.5569  -0.158
N  1.8812  1.2023  0.0931  0.054
C  0.6926  1.1566  -0.4529  -0.218
H  -2.2286  0.9840  0.3617  0.028
H  -1.9521  -0.6492  1.0537  0.056
H  -0.8858  0.7038  1.5440  0.090
H  -0.8088  -0.3881  -2.2156  0.089
H  -1.4676  -1.4409  -0.9517  0.059
H  0.8778  -1.9585  0.4088  0.116
H  3.0046  -0.3316  1.1094  0.091
H  0.1666  1.9736  -0.9475  0.133

Values from the calculation:
Gap between HOMO and LUMO (alpha / beta) ... 7.83 / 7.84 eV
Total charge ... 0
Relative energy (zero: lowest compared OMol25 entry of this formula, charge and spin) ... 5.326 eV
LUMO (alpha / beta) ... -0.056 / -0.055 eV



Which of these has the highest relative energy (zero: lowest compared OMol25 entry of this formula, charge and spin)?
C5H8N2